This record from OMol25 describes the molecule C4H5NO2. The level of theory is ωB97M-V/def2-TZVPD.

Its SMILES is O=CC1=NCCO1. The LUMO energy comes out at 0.029 eV. For the relative energy (zero: lowest compared OMol25 entry of this formula, charge and spin), the calculation gives 31.7 kcal/mol. Its gap between HOMO and LUMO is 0.367 hartree.

Geometry as XYZ:
```
12
Properties=species:S:1:pos:R:3:forces:R:3
O 2.586089 0.059594 1.864641 -0.2839 0.1723 -0.8755
C 2.191867 0.259531 0.741323 0.2463 -0.1455 0.6757
C 0.758619 0.060970 0.335766 -0.2942 -0.3315 0.4073
O 0.368452 0.708434 -0.792548 0.1779 0.0089 0.0762
N -0.062050 -0.694197 0.939158 0.4060 0.3186 -0.2767
C -1.280744 -0.681309 0.127943 -0.2116 -0.0777 -0.0755
C -1.040771 0.423821 -0.922524 -0.2456 -0.0642 0.0030
H 2.863070 0.580683 -0.075438 -0.0347 0.0518 0.0664
H -2.151016 -0.495520 0.763614 0.1095 0.0100 -0.1410
H -1.402189 -1.672970 -0.323510 -0.0250 0.1458 0.0551
H -1.225950 0.112477 -1.951863 -0.0147 0.0461 0.1400
H -1.605379 1.338491 -0.706565 0.1701 -0.1345 -0.0550
```
Positions in Å, forces in eV/Å.

For reference, the natural (NBO) charges in units of e are: -0.449 0.378 0.406 -0.486 -0.398 -0.284 -0.098 0.130 0.214 0.205 0.197 0.186


This record from OMol25 describes a structure of composition C32H28F5N6O2RuS in a non-equilibrium geometry. The level of theory is ωB97M-V/def2-TZVPD.

The LUMO energy (alpha / beta) comes out at -7.657 / -7.169 eV. As for the net charge: +2. Its spin multiplicity is 2. For the relative energy (zero: lowest compared OMol25 entry of this formula, charge and spin), the calculation gives 84.4 kcal/mol. Its gap between HOMO and LUMO (alpha / beta) is 0.201 / 0.219 hartree.

Geometry as XYZ:
```
75
Properties=species:S:1:pos:R:3:forces:R:3
Ru -0.336585 -0.095884 -0.407423 -0.1231 0.3751 -0.2565
C -3.034485 1.526116 -1.432623 -0.2120 0.0616 -0.7514
C -2.196085 2.089816 -2.580023 0.0831 -0.0484 0.2027
C -1.351985 1.070116 -3.297123 -0.0463 0.3699 -0.3038
C -1.048685 1.258116 -4.645023 -0.1330 -0.1769 0.1581
C -0.328185 0.297416 -5.329023 0.0605 -0.0514 0.2196
C 0.057815 -0.854484 -4.653123 -0.1685 0.0677 0.0666
C -0.269785 -0.967984 -3.316023 0.2219 -0.5871 -0.5238
N -0.936785 -0.019984 -2.650923 1.3050 -0.1105 1.2997
N -2.323685 1.353216 -0.161023 1.0099 -1.1316 -0.1389
C -1.873185 2.630916 0.404777 0.3690 0.3046 0.2997
C -0.557985 3.137116 -0.125823 0.0478 0.3926 0.0668
C -0.279985 4.501616 -0.096223 -0.0176 -0.2769 -0.0368
C 0.937115 4.956516 -0.572423 0.0208 -0.2078 -0.0089
C 1.826915 4.033816 -1.104023 -0.1923 -0.0587 0.0716
C 1.475615 2.696616 -1.094923 0.4087 0.0595 -0.2311
N 0.327515 2.251216 -0.588823 -0.8893 -1.0584 0.3387
C -3.227785 0.714616 0.801577 -0.3527 -0.3677 0.3829
C -2.479685 0.202816 2.002577 -0.2446 0.2150 0.2187
C -3.029885 0.250516 3.279077 0.1359 -0.0717 -0.3267
C -2.291785 -0.222784 4.349977 0.1715 -0.0503 -0.0581
C -1.029685 -0.747884 4.114977 -0.1507 0.0172 -0.2160
C -0.563785 -0.784884 2.811077 0.2414 -0.2207 0.5553
N -1.264585 -0.305784 1.787277 1.1548 0.3149 -0.8955
H -3.422085 0.549916 -1.735823 -0.0084 0.0706 0.1230
H -3.897085 2.191916 -1.281223 0.1354 -0.0906 0.1292
H -1.560885 2.906516 -2.230823 -0.1067 0.0627 -0.1434
H -2.876385 2.521816 -3.316523 0.0149 0.0042 0.0841
H -1.396885 2.147016 -5.147923 -0.0569 0.0785 -0.0284
H -0.078585 0.434216 -6.369523 0.0019 0.0192 -0.1109
H 0.592415 -1.644184 -5.156523 0.0297 -0.0987 0.0073
H -0.011185 -1.863484 -2.753223 0.0453 0.1957 -0.0301
H -1.749885 2.501416 1.486177 -0.0773 -0.0109 -0.1034
H -2.639985 3.405016 0.256577 0.0313 -0.1945 0.0312
H -1.012385 5.193516 0.290777 -0.0877 0.0360 0.0426
H 1.181415 6.006916 -0.540823 0.0091 0.0959 -0.0221
H 2.773415 4.338916 -1.517023 0.1175 0.0113 -0.0493
H 2.135115 1.954416 -1.523023 0.0171 0.0640 0.0783
H -3.733185 -0.126284 0.317877 0.0921 0.1216 -0.0377
H -4.009185 1.415516 1.125577 0.1038 -0.0287 -0.1001
H -4.017085 0.658616 3.426977 -0.1031 0.0650 -0.0207
H -2.691785 -0.172984 5.350877 -0.0355 -0.0157 0.0881
H -0.416985 -1.122284 4.916977 0.0930 -0.0716 0.0817
H 0.396115 -1.232984 2.578477 -0.0820 0.0916 0.0220
F -4.486085 -5.900584 -0.641423 0.0002 -0.0212 -0.0133
C -3.398485 -5.168384 -0.494423 0.5119 0.3993 0.0546
C -3.446685 -3.786684 -0.695723 0.2142 -0.1781 0.0704
F -4.576385 -3.169884 -1.033023 -0.0669 -0.1158 -0.0216
C -2.292785 -3.040884 -0.538423 0.5457 -0.5548 0.2797
F -2.336485 -1.698284 -0.775023 -0.3838 -0.0228 -0.0247
C -1.070985 -3.594884 -0.149923 -1.1864 -0.4131 -0.2264
S 0.345715 -2.629184 0.049777 0.2183 2.0073 -0.3764
C -1.040485 -4.986484 0.042477 -0.5069 0.6705 -0.2409
F 0.103115 -5.560084 0.385677 0.1153 -0.1457 0.0607
C -2.181085 -5.763684 -0.140223 -0.1663 0.3607 -0.0948
F -2.117185 -7.073484 0.015377 -0.0185 -0.0244 0.0600
O 3.561215 -0.762584 5.116377 -0.4283 -0.0554 0.1072
C 4.751715 -0.496084 4.422077 0.6388 0.3163 0.1553
N 4.466815 -0.695684 3.025177 -0.1878 -0.3317 0.3066
C 4.642515 0.268316 2.099777 -0.1119 -0.1306 -0.1204
O 5.190815 1.324916 2.300777 0.0965 0.2776 -0.1887
C 4.056015 -0.060684 0.743877 -0.2217 0.1195 -0.1703
C 4.841215 -0.275884 -0.384823 -0.2155 -0.0506 0.1464
C 4.214615 -0.532784 -1.595023 -0.1650 0.0983 0.2057
C 2.829515 -0.520684 -1.649623 0.0559 -0.1890 -0.5059
N 2.080215 -0.268784 -0.579223 -1.9731 -0.0826 0.2520
C 2.674015 -0.057584 0.591077 0.2578 0.0409 0.5505
H 3.740915 -0.817384 6.061677 0.0594 -0.0074 -0.0563
H 5.555415 -1.170184 4.751877 -0.1578 0.1172 -0.1094
H 5.079215 0.546916 4.536277 -0.0340 -0.2882 -0.0239
H 4.006015 -1.561984 2.792977 0.0583 0.0292 -0.1555
H 5.918215 -0.262784 -0.314223 0.1078 0.0260 0.0410
H 4.793215 -0.736384 -2.481523 -0.0245 -0.0178 -0.1185
H 2.308015 -0.719284 -2.578423 0.0064 0.0254 0.0583
H 2.022915 0.136716 1.441177 0.1279 -0.0244 -0.0759
```
Positions in Å, forces in eV/Å.

For reference, the Löwdin charges in units of e are: 1.211 -0.158 -0.090 -0.254 0.013 -0.009 -0.026 -0.146 0.014 -0.196 -0.104 -0.274 0.010 -0.007 -0.011 -0.105 0.045 -0.127 -0.265 0.015 -0.009 -0.010 -0.132 0.021 0.130 0.145 0.113 0.137 0.130 0.127 0.122 0.088 0.144 0.152 0.130 0.128 0.122 0.099 0.132 0.148 0.129 0.127 0.121 0.076 0.162 -0.124 -0.139 0.133 -0.221 -0.023 -0.528 0.751 -0.233 0.112 -0.127 0.160 -0.035 -0.237 0.104 -0.465 0.115 -0.082 0.050 0.001 -0.127 -0.075 -0.098 0.101 0.140 0.135 0.153 0.142 0.125 0.108 0.118


This record from OMol25 describes a structure of composition C31H43N2ORe in a non-equilibrium geometry. The level of theory is ωB97M-V/def2-TZVPD.

The LUMO energy (alpha / beta) comes out at -3.540 / -3.565 eV. As for the net charge: +1. Its spin multiplicity is 2. Its gap between HOMO and LUMO (alpha / beta) is 0.266 / 0.260 hartree.

Geometry as XYZ:
```
78
Properties=species:S:1:pos:R:3:forces:R:3
Re 0.630030 -1.468093 -1.295961 1.0216 1.7713 -0.7749
C -0.133248 5.122769 1.521813 0.0146 -0.0819 -0.0933
C 1.217102 4.435817 1.286545 0.0443 0.1377 0.1641
C 1.696964 3.824715 2.617255 0.0259 -0.0008 -0.0248
C 2.226598 5.485384 0.803931 -0.0505 -0.1161 -0.0673
C 1.111213 3.280606 0.307266 -0.0635 -0.0937 0.0351
C 2.216733 2.808991 -0.397120 0.0109 0.0602 -0.0198
C 2.126224 1.639343 -1.122957 0.1737 -0.1757 -0.1811
N 0.991657 0.952291 -1.243710 -0.4912 -1.5600 0.1013
C -0.117090 1.460694 -0.679806 0.1218 0.1793 0.0307
C -0.081636 2.579950 0.130002 0.0022 0.0741 0.0168
C -1.367118 0.778953 -1.063996 -0.0668 0.3042 -0.0012
C -2.595773 1.420249 -1.042261 -0.0812 0.0633 0.0105
C -3.734165 0.799037 -1.540761 0.1118 0.0171 0.0642
C -3.550482 -0.476337 -2.084875 -0.0078 0.0325 -0.0613
C -2.306340 -1.053431 -2.084049 -0.0916 -0.0840 -0.0341
N -1.222472 -0.448904 -1.565107 -0.0680 -0.7520 -0.1818
C -5.106049 1.450184 -1.529760 -0.0643 0.0903 0.0652
C -5.562082 1.668392 -2.980813 0.0433 -0.0380 0.0444
C -5.095009 2.802221 -0.812802 0.0404 -0.0571 -0.0445
C -6.081277 0.518373 -0.792160 0.0610 -0.0276 -0.0277
H 0.019479 6.013771 2.129503 -0.0049 -0.0089 0.0148
H -0.826971 4.479279 2.066056 -0.0287 0.0214 -0.0436
H -0.593200 5.433220 0.580724 -0.0192 0.0054 0.0332
H 1.735546 4.590050 3.394430 0.0075 0.0227 -0.0515
H 2.695257 3.394351 2.511466 -0.0332 -0.0137 0.0228
H 1.013141 3.039964 2.948243 0.0399 -0.0005 0.0238
H 2.210429 6.341945 1.477041 0.0207 -0.0128 0.0036
H 1.974168 5.834459 -0.199741 0.0378 0.0388 0.0289
H 3.245469 5.096665 0.793767 -0.0092 0.0435 -0.0145
H 3.166617 3.322948 -0.363487 -0.0146 -0.0284 0.0131
H 2.988539 1.234436 -1.636116 -0.0098 -0.0492 0.0817
H -0.980875 2.894231 0.639745 0.0012 0.0182 -0.0645
H -2.637996 2.435264 -0.678870 -0.0397 -0.0278 0.0657
H -4.371331 -1.024565 -2.525801 -0.0003 0.0192 0.0182
H -2.143579 -2.030239 -2.515885 0.0331 -0.0501 0.0802
H -4.888970 2.359233 -3.491878 -0.0239 -0.0176 -0.0320
H -6.563597 2.100153 -2.986483 0.0064 -0.0176 -0.0160
H -5.588604 0.734993 -3.544852 -0.0304 0.0174 0.0073
H -4.460104 3.525919 -1.328571 -0.0058 0.0124 0.0392
H -4.762269 2.705901 0.223034 -0.0045 0.0259 -0.0078
H -6.107107 3.205971 -0.798921 0.0121 0.0091 -0.0021
H -6.203466 -0.435531 -1.307113 -0.0126 0.0188 0.0227
H -7.061431 0.991050 -0.721592 0.0108 -0.0092 -0.0361
H -5.727437 0.319977 0.221546 -0.0374 -0.0200 -0.0066
C 4.058582 -0.866758 0.159519 0.1040 0.0368 0.1238
C 3.487929 -1.153448 1.553544 -0.3422 -0.1184 -0.2667
C 2.343956 -0.199880 1.917187 0.1664 0.0425 0.0910
C 3.097453 -2.617212 1.700789 -0.0743 0.2909 -0.0622
C 3.796327 -3.383522 2.626820 0.0154 -0.0186 -0.0304
C 3.527321 -4.727055 2.809651 0.0543 0.0145 0.0272
C 2.558646 -5.329395 2.030428 0.0311 -0.0155 0.0207
C 1.830586 -4.611546 1.088498 -0.2510 -0.0943 -0.2813
C 0.783850 -5.358233 0.271157 -0.1224 0.4494 -0.0787
C -0.638709 -4.893961 0.613846 0.0560 -0.1568 -0.0003
C 1.031186 -5.277789 -1.239298 0.0109 -0.2254 0.1389
C 2.090157 -3.240918 0.949503 0.2116 -0.4119 0.3630
O 1.303460 -2.491421 0.104583 -0.0667 0.1775 -0.4567
H 4.610166 0.077006 0.157413 -0.0117 -0.0164 -0.0007
H 3.270364 -0.797525 -0.588858 -0.0146 -0.0736 -0.0291
H 4.735876 -1.663497 -0.148307 0.0671 0.0547 0.0009
H 4.290011 -0.981083 2.272375 0.0154 -0.0281 0.0336
H 1.489786 -0.315532 1.248662 -0.0042 0.0092 0.0181
H 2.680119 0.838621 1.853532 -0.0130 -0.0283 0.0285
H 1.998565 -0.388762 2.934521 -0.0208 0.0368 -0.0096
H 4.572539 -2.904836 3.212339 -0.0230 -0.0019 -0.0032
H 4.075668 -5.298365 3.547303 -0.0082 -0.0029 -0.0327
H 2.354316 -6.386680 2.153774 -0.0203 0.0290 -0.0393
H 0.866357 -6.408743 0.554692 0.0036 -0.0066 0.0428
H -0.802960 -3.866145 0.288638 -0.0263 0.0132 0.0379
H -0.817959 -4.949463 1.688368 -0.0278 0.0219 -0.0178
H -1.373218 -5.526660 0.110921 0.0113 0.0046 0.0177
H 0.941260 -4.258545 -1.606717 0.0220 0.0394 -0.0699
H 0.294363 -5.886206 -1.767719 0.0396 -0.0191 -0.0030
H 2.027212 -5.642475 -1.494182 -0.0174 0.0211 -0.0300
C 1.199691 -1.783780 -3.078772 -0.1089 0.1730 1.0646
H 0.849650 -2.573681 -3.745683 -0.1985 -0.1293 0.1785
H 2.071961 -1.277161 -3.495443 -0.0395 0.1923 0.0235
```
Positions in Å, forces in eV/Å.

For reference, the Löwdin charges in units of e are: 1.421 -0.050 -0.551 -0.029 -0.042 -0.134 0.021 -0.097 0.035 -0.206 0.061 -0.187 0.071 -0.125 0.021 -0.079 -0.086 -0.557 -0.028 -0.058 -0.032 0.092 0.083 0.097 0.096 0.086 0.091 0.092 0.099 0.079 0.122 0.123 0.116 0.110 0.125 0.120 0.095 0.095 0.084 0.090 0.093 0.094 0.083 0.094 0.096 -0.061 -0.348 -0.052 -0.134 -0.029 -0.064 -0.027 -0.130 -0.359 -0.060 -0.057 -0.206 -0.330 0.082 0.018 0.093 0.129 0.041 0.067 0.092 0.116 0.109 0.117 0.129 0.046 0.087 0.081 0.018 0.084 0.091 -0.233 -0.013 -0.019